Record 1
A molecular structure, C26H19N4O6PtS. Source: the OMol25 dataset; level of theory: ωB97M-V/def2-TZVPD.

**Lowest unoccupied orbital energy (spin up / spin down)**: -4.81 / -4.81 eV

Geometry as ORCA input:
```
! RIJCOSX wB97M-V def2-TZVPD def2/J DEFGRID3
* xyz 1 1
H 1.15147 -0.38059 9.70679
O 1.91331 -0.16073 2.79132
C -4.26630 -2.37683 -0.50548
H -3.09178 0.78237 -0.24278
C 4.58676 -2.49172 0.28597
O -0.41066 0.76012 2.83043
C 2.65182 -1.11312 0.04219
O -0.40734 -4.10404 -0.48113
H 4.25228 -4.60932 0.33729
C -0.59500 4.05602 -1.23611
C -0.81444 0.95177 1.55732
N -1.93837 -0.92087 -0.30372
C 0.37584 0.21793 9.22770
H -0.58750 -0.08184 9.63489
H 4.64711 -0.34652 0.24529
C -0.82336 2.70184 -1.08096
C 1.69215 3.67287 -0.65512
C 2.42630 -3.52895 0.09632
C 3.79472 -3.63392 0.24715
C 1.38650 2.33756 -0.52505
H 2.45452 0.71439 7.57358
C -0.68784 -0.42092 7.03388
C 0.67972 4.55141 -1.01524
O -1.68898 1.72198 1.34577
O 3.59748 1.66212 0.00676
H 0.55321 1.25945 9.49894
H 2.55070 0.44991 5.11097
C -0.64456 -0.58198 5.66210
C 1.86460 -2.25756 -0.02707
N 0.49249 -1.98159 -0.24260
C 1.58685 0.35562 7.03448
H 1.79484 -4.40082 0.05414
S 0.61474 -0.47809 3.27504
Pt -0.02436 -0.16545 0.00430
C 1.65177 0.21126 5.66171
N 1.91968 0.08754 -0.06410
H -1.41127 4.70561 -1.51570
H 2.70868 3.99133 -0.47266
O -0.03660 -1.67737 2.85439
N 0.15134 1.85842 -0.74337
C 4.03326 -1.22955 0.18474
H -1.80507 2.27912 -1.23129
C -1.89612 -2.26280 -0.37368
H -1.50002 -0.95972 5.11812
C -3.11550 -0.29230 -0.33143
H 0.88362 5.60842 -1.11918
H -1.59417 -0.66680 7.57181
H -5.23708 -0.45391 -0.46816
C -3.03917 -3.02383 -0.47497
H 5.65640 -2.58900 0.41490
C -4.30243 -0.99506 -0.44502
C 2.44398 1.34130 -0.14857
C 0.52881 -0.25950 4.99172
C -0.54122 -2.91907 -0.35414
H -2.94351 -4.09898 -0.52878
H -5.18247 -2.94757 -0.57201
C 0.42186 0.04695 7.73708
*
```

---

Record 2
A molecular structure, C3H8N4. Source: the OMol25 dataset; level of theory: ωB97M-V/def2-TZVPD.

**Lowest unoccupied orbital energy**: 0.34 eV

Geometry as ORCA input:
```
! RIJCOSX wB97M-V def2-TZVPD def2/J DEFGRID3
* xyz 0 1
N 1.06876 -0.68457 -1.18473
C 1.23282 0.27949 -0.30316
C -1.07161 0.99919 0.97102
N 2.53072 0.78771 -0.03067
H -2.98942 -0.32937 1.28511
H -1.51111 1.36559 2.01964
H -0.77089 -1.65210 -1.91130
N -2.30793 0.41027 0.37146
N -0.03508 -1.56099 -1.01530
C 0.23345 0.82793 0.62190
H 2.10594 1.73762 0.64504
H 2.00031 -0.60617 -1.91727
H 0.88627 1.25459 1.42473
H 0.21738 -2.53720 -0.83831
H -1.58962 -0.29199 -0.13817
*
```

---

Record 3
A single C5H9N3 molecule. Source: the OMol25 dataset; level of theory: ωB97M-V/def2-TZVPD.

**SMILES**: CN(C)n1cccn1
**Lowest unoccupied orbital energy**: 1.07 eV

Geometry as ORCA input:
```
! RIJCOSX wB97M-V def2-TZVPD def2/J DEFGRID3
* xyz 0 1
H -1.00353 1.95082 -3.03602
C 0.68935 0.31583 1.97038
N -0.42599 -0.17799 1.19536
H 1.07228 -1.59824 0.33067
H -2.53095 1.27310 -0.84138
N -0.40396 0.30067 -0.28802
C -0.63264 1.41591 -2.20111
C 0.46464 0.51353 -2.12360
C -1.20965 1.20516 -1.00117
H 0.35304 -0.12616 2.93539
C 0.10260 -1.67885 0.85920
N 0.73449 0.00452 -0.96073
H -0.78303 -2.24970 0.54289
H 0.28202 -2.66091 1.70631
H 0.93244 0.21892 -3.00912
H 1.75463 0.01036 1.74626
H 0.60426 1.28304 2.17468
*
```

---

Record 4
A gas-phase ion, C2H7N2 (charge +2). Source: the OMol25 dataset; level of theory: ωB97M-V/def2-TZVPD.

**Lowest unoccupied orbital energy (spin up / spin down)**: -11.40 / -15.45 eV

Geometry as ORCA input:
```
! RIJCOSX wB97M-V def2-TZVPD def2/J DEFGRID3
* xyz 2 2
H 0.55487 0.66035 2.43034
H 0.64012 -0.96754 1.71098
H -0.36404 -0.36474 -2.67279
H 0.95270 0.45279 -1.16127
N -0.76393 -0.43036 -1.72778
C 0.64111 0.12429 1.47795
H 1.59897 0.43597 1.03591
N -0.36065 0.40716 0.46980
H -1.33002 0.56936 0.78392
H -1.49726 -1.10621 -1.50705
C -0.07185 0.21894 -0.84003
*
```

---

Record 5
A single C2H3FSi molecule. Source: the OMol25 dataset; level of theory: ωB97M-V/def2-TZVPD.

**Lowest unoccupied orbital energy (spin up / spin down)**: -1.80 / -1.80 eV

Geometry as ORCA input:
```
! RIJCOSX wB97M-V def2-TZVPD def2/J DEFGRID3
* xyz 0 1
H 0.38640 -1.15981 -0.12237
C 1.64581 0.56892 0.10221
H -1.97038 1.51276 -0.28524
F 2.73780 -0.20851 0.07616
C 0.45633 -0.15690 0.13712
Si -1.27066 0.37122 0.11678
H -1.98530 -0.92768 -0.02465
*
```

---

Record 6
2 unconnected molecules or ions with the total composition C27H32N2O5. Source: the OMol25 dataset; level of theory: ωB97M-V/def2-TZVPD.

**Lowest unoccupied orbital energy**: -0.98 eV

Geometry as ORCA input:
```
! RIJCOSX wB97M-V def2-TZVPD def2/J DEFGRID3
* xyz 0 1
O -1.70042 0.71782 4.27857
C -5.43183 1.80556 0.77399
H -3.52801 -0.26909 4.35395
H 1.36971 -1.92727 -0.41998
C 2.19956 -0.78913 -2.10332
H -4.54596 2.60765 -3.05523
H 4.01137 1.78485 -1.00188
H 3.46402 2.38250 -3.42369
C -1.77615 1.41151 3.11790
C -2.09929 0.68730 -1.67031
H 4.06290 0.77305 -3.89932
H 7.17513 1.77684 3.41273
H 3.07055 -0.89312 -2.76426
H -4.14276 0.30212 -2.11712
C 4.12349 1.55990 -3.13811
H -2.56223 4.16365 -3.30080
H 5.55019 1.25539 3.95645
O -4.31266 2.72227 0.65683
H -5.71841 1.67947 1.82102
N -1.03566 1.57240 -1.76692
C 1.76816 2.97527 1.02879
O 1.60808 2.65622 -2.27496
C 2.25381 1.80477 1.63046
N 2.37947 0.57803 -1.56920
H 2.30992 5.01296 0.46600
H 3.87884 0.74470 2.54358
H 0.24481 3.44548 -0.48273
H 0.03918 0.52638 -0.16539
H 0.32297 1.72803 2.99465
H 4.64037 4.83996 1.37223
H -2.25002 -0.76890 5.50755
H 3.15179 -1.81458 -0.45357
C -3.55811 2.31008 -2.71667
H 1.27773 -0.83788 -2.69681
C 1.36797 1.56477 -1.70174
C -0.72137 2.68290 1.32830
C -2.47378 -0.47645 4.48709
C 3.54836 1.68357 2.09380
C 2.66337 4.09332 0.93959
C -1.22387 2.80321 -2.38805
C -2.47502 3.17650 -2.83607
C 6.16012 1.54024 3.08927
C -3.15287 2.50790 1.32824
H 6.18060 0.72339 2.35789
C -2.00553 3.14635 0.89966
C -0.64661 1.96658 2.54341
H 5.15238 1.92594 -3.11067
H 2.30548 -2.85287 -1.61163
C 4.41549 2.80056 2.01186
H -2.08599 3.88359 0.08848
C 3.95401 3.99780 1.41669
H -2.15039 -1.24679 3.78736
C 3.78226 1.03822 -1.77089
O 5.69180 2.77974 2.48476
H 1.59014 0.92906 1.69534
C -3.06605 1.55436 2.44557
O -4.07050 0.84897 2.76635
H -1.86245 -0.28811 -1.24133
H -5.17664 0.84002 0.31191
C -3.34060 1.04248 -2.15936
H -0.33209 3.42017 -2.50437
C 0.41886 2.90957 0.46868
C 2.25257 -1.89815 -1.07773
H 4.35943 0.12721 -1.58468
H -6.20944 2.31588 0.19562
C 0.12006 1.33352 -0.97842
*
```

---

Record 7
A single C3H8O3 molecule. Source: the OMol25 dataset; level of theory: ωB97M-V/def2-TZVPD.

**SMILES**: OCC(O)CO
**Lowest unoccupied orbital energy**: 0.56 eV

Geometry as ORCA input:
```
! RIJCOSX wB97M-V def2-TZVPD def2/J DEFGRID3
* xyz 0 1
H -1.07050 -0.58976 1.68076
C 1.17301 0.11685 -0.36399
C -0.38357 0.19569 -0.50479
H 1.41848 -0.74220 0.27791
H -0.36518 -1.94580 -0.65676
C -0.94463 -1.18097 -0.12523
O -0.76166 -1.40318 1.25317
O -0.94978 1.14040 0.39916
H -0.65971 0.46344 -1.53795
H 1.58706 -0.04175 -1.36655
H -1.99945 -1.30892 -0.41250
H 1.20416 1.69324 0.80571
O 1.77084 1.30312 0.12535
H -0.29395 1.83006 0.58908
*
```

---

Record 8
7 unconnected molecules or ions with the total composition C21H49N3O23P3. Source: the OMol25 dataset; level of theory: ωB97M-V/def2-TZVPD.

**Lowest unoccupied orbital energy**: -3.39 eV

Geometry as ORCA input:
```
! RIJCOSX wB97M-V def2-TZVPD def2/J DEFGRID3
* xyz 1 1
O -0.96101 -1.64721 -2.66623
H -1.44456 -8.24178 2.05317
H -6.10940 1.95736 2.79101
H -4.71921 -3.16466 -4.19149
H -1.90736 2.86546 4.45243
C 3.31702 2.11063 -3.49782
H -2.03704 -0.12905 0.67821
H 1.95622 1.83527 4.90443
C 7.80671 2.17614 -4.44414
H 4.73418 2.08868 -2.24083
H -2.11432 1.28648 -3.55727
O -6.50409 -2.67700 -2.27260
O 1.03100 3.27715 6.90613
C 7.94315 0.37964 -5.92205
H -4.73953 1.75962 3.90514
H 7.95277 -2.13254 -6.72241
H -0.11122 -9.11908 1.26247
H -7.42743 -4.24106 -0.32284
H 9.03481 -1.72542 -8.07639
H 1.04895 1.86529 -1.00794
H -7.18185 4.21561 8.46717
C -6.32018 4.13040 7.81283
H 7.50995 1.55510 -3.59946
C 2.69997 -1.68462 -3.71413
H -5.08944 3.35357 3.20649
O 2.87438 4.36955 7.62023
H -3.09798 -2.60466 -3.73381
H 1.31684 5.16439 8.74899
H 3.92477 -0.31125 -1.39088
O -5.48289 -3.50643 -0.43383
H -2.90338 -4.39929 -0.44190
H -6.55807 -3.97420 1.21006
C 3.43357 0.64663 -3.86865
O -4.27564 -3.02998 -2.15546
H 2.85426 2.82333 3.73339
C 2.14567 3.69882 6.73644
O -6.44067 2.70004 4.64682
H 1.09972 -0.67764 -5.57340
C -1.68739 3.64153 3.72375
H 1.25930 3.35940 4.30177
H -0.17789 -2.20878 -2.69879
C -1.21249 -6.24788 0.36251
H 3.23028 -1.63786 -4.66380
O 8.77069 -0.22058 -6.76171
H 2.93920 5.13619 9.48539
O -4.71063 3.61157 5.77576
C -6.75890 -3.57720 0.22046
O -1.46485 -5.67056 1.38716
H -1.99435 -4.15727 -1.94373
H 2.55885 2.68174 -4.02646
H -1.25217 -3.73730 -0.37636
H 0.20878 -7.58789 2.11666
H -4.48923 -1.51373 -3.56482
P -1.06316 -0.52450 -3.77034
O 2.85783 3.57022 5.61320
O 3.15534 0.05825 -0.92768
C -1.91791 -4.42851 -0.89615
C 2.22704 4.58348 8.88141
C -5.52763 2.42969 3.57675
H 8.46278 2.97030 -4.10379
C -5.87205 3.29683 5.69142
N 2.27826 -0.25067 -3.42525
C -5.52584 -3.03624 -1.67716
O -1.11848 1.73412 0.85638
H 4.37062 0.22672 -3.50391
O -6.79901 3.49034 6.62495
H -1.13694 0.49599 -0.72138
C -0.50711 -8.13979 1.51114
H -2.60223 4.16561 3.45977
O -0.72128 -7.47900 0.25674
C -1.81808 0.75410 0.08020
O -1.05934 3.07798 2.55284
C -4.15347 -2.54726 -3.49699
H -0.97254 4.33953 4.14708
N 3.61440 -2.14781 -2.69640
H -5.54800 3.52813 8.28703
O 1.16117 1.36203 -1.83322
O 8.57207 1.41457 -5.37859
C 2.17914 2.85179 4.58419
H 6.92708 2.60270 -4.92365
H 4.05848 -3.01187 -2.98815
H 1.80269 -2.29278 -3.85494
O -1.79415 -0.86610 -4.98998
H 3.45746 0.58164 -4.96023
O -1.37310 -5.75291 -0.86712
C -1.80535 2.18939 1.91614
P 1.73575 -0.11543 -1.63291
H 3.12181 -2.36940 -1.83511
N 4.04711 2.70972 -2.67134
H 1.99143 3.63291 9.35499
H -5.92610 5.11813 7.58262
H 7.37545 -1.08101 -8.04203
O -1.67916 0.66745 -2.94812
C 8.23552 -1.36367 -7.43859
H -7.20231 -2.58683 0.29538
O 6.80351 0.04470 -5.68918
P 0.86163 0.23432 -4.53125
H -2.73906 1.16094 -0.33097
O -2.91209 1.83756 2.22254
*
```

---

One value per record, in order, for max |F|: 2.3, 6.5, 5.6, 2.2, 4.3, 2.6, 0.8, 1.1 eV Å⁻¹.
One value per record, in order, for total energy: -2189.977354, -337.870356, -359.970493, -189.085374, -467.167546, -1533.566678, -344.789841, -3748.321783 Eh.